# 1
Below is a structure of composition C25H37As3N4O7STi, with properties calculated with ωB97M-V/def2-TZVPD.

Output
Relative energy (zero: lowest compared OMol25 entry of this formula, charge and spin) in kJ/mol: 6.38
Lowest unoccupied orbital energy in eV: -7.39
Max |F| in eV/A: 0.372
Molar mass in g/mol: 810.292
E_tot in hartree: -9674.903570
Orbital gap in eV: 5.73
Charge: +2

CARTESIAN COORDINATES (ANGSTROEM)
Ti -0.46 -1.13 0.17
O -1.89 -4.66 -0.81
C -2.00 -3.52 -0.51
O -0.88 -2.70 -0.59
C -3.26 -2.86 -0.06
C -4.42 -3.61 -0.16
C -5.62 -3.06 0.23
C -5.71 -1.77 0.73
C -4.55 -1.03 0.85
C -3.32 -1.55 0.45
O -2.19 -0.83 0.53
N -4.67 0.34 1.38
O -3.66 0.85 1.84
O -5.75 0.86 1.31
N -6.86 -3.87 0.12
O -6.74 -4.97 -0.36
O -7.88 -3.34 0.48
H -4.39 -4.62 -0.54
H -6.67 -1.36 1.03
C 1.78 -0.98 3.43
As 0.34 -0.11 2.47
C -1.00 0.21 3.82
C 1.17 1.62 2.05
C 0.50 2.63 1.10
C -0.99 2.75 1.38
C 0.74 2.29 -0.39
As -0.35 0.96 -1.34
C -2.08 1.75 -1.69
C 0.49 0.87 -3.07
C 1.20 4.00 1.29
As 1.50 4.98 3.01
C 2.94 3.88 3.80
C 0.05 4.41 4.20
H 2.62 -1.19 2.77
H 1.42 -1.91 3.86
H 2.10 -0.31 4.23
H -0.55 0.82 4.60
H -1.30 -0.74 4.25
H -1.86 0.71 3.39
H 2.18 1.38 1.72
H 1.25 2.08 3.03
H -1.53 1.80 1.21
H -1.45 3.50 0.73
H -1.19 3.04 2.41
H 1.77 1.98 -0.56
H 0.57 3.19 -0.99
H -1.94 2.80 -1.96
H -2.71 1.69 -0.80
H -2.55 1.23 -2.52
H 0.38 1.85 -3.54
H 0.01 0.12 -3.69
H 1.55 0.64 -2.96
H 0.68 4.72 0.66
H 2.22 3.93 0.89
H 3.60 3.51 3.02
H 2.57 3.05 4.40
H 3.53 4.52 4.46
H -0.91 4.82 3.87
H 0.27 4.84 5.17
H -0.04 3.33 4.32
N 1.50 -2.84 -2.26
C 2.31 -1.97 -1.68
S 2.02 -1.37 -0.06
N 3.40 -1.54 -2.29
C 3.86 -1.97 -3.58
C 4.14 -3.32 -3.80
C 4.58 -3.72 -5.05
C 4.76 -2.78 -6.06
C 4.50 -1.44 -5.82
C 4.04 -1.03 -4.58
H 0.74 -3.25 -1.73
H 1.74 -3.22 -3.16
H 3.93 -0.82 -1.81
H 4.05 -4.03 -2.99
H 4.81 -4.76 -5.23
H 5.12 -3.09 -7.03
H 4.66 -0.71 -6.60
H 3.84 0.02 -4.39

Here are the Löwdin charges for atoms 1 to 5, given in e: 0.6403 0.2003 -0.4289 -0.2133 -0.0301

***

# 2
Below is a structure of composition C25H37AsF15N2O13S2 at a distorted geometry, with properties calculated with ωB97M-V/def2-TZVPD.

Output
Lowest unoccupied orbital energy in eV: 1.99
Max |F| in eV/A: 1.123
Molar mass in g/mol: 997.598
E_tot in hartree: -6592.494924
Orbital gap in eV: 6.36
Charge: -1

CARTESIAN COORDINATES (ANGSTROEM)
O -4.49 -0.99 1.32
S -3.77 0.27 1.47
O -4.64 1.42 1.66
C -2.62 0.54 0.20
As -0.76 0.94 1.05
C 0.97 1.33 2.07
C 2.20 0.64 1.46
S 2.51 -0.94 2.38
C 1.96 -2.14 1.24
N 0.80 -2.67 1.07
N 0.94 -3.60 0.04
C 2.18 -3.56 -0.31
O 2.91 -2.65 0.38
H -2.97 0.14 2.56
H -2.98 1.43 -0.32
H -2.63 -0.29 -0.50
H -0.97 -0.38 1.95
H -0.01 0.05 -0.04
H -0.59 2.19 0.19
H -1.54 1.83 2.14
H 1.12 2.40 2.16
H 0.85 0.94 3.08
H 2.04 0.37 0.42
H 3.13 1.18 1.56
H 2.66 -4.16 -1.06
C 6.26 6.40 3.19
C 4.81 6.62 3.57
O 4.00 5.49 3.22
C 4.01 4.48 4.08
O 4.62 4.43 5.11
C 3.06 3.37 3.59
F 3.23 3.14 2.27
F 1.80 3.74 3.80
F 3.27 2.23 4.23
H 6.34 6.15 2.13
H 6.85 7.29 3.38
H 6.69 5.57 3.75
H 4.40 7.46 3.01
H 4.71 6.84 4.63
C -1.75 3.77 -6.25
C -1.72 2.77 -5.12
O -0.68 3.09 -4.17
C -0.98 4.00 -3.26
O -2.02 4.58 -3.15
C 0.20 4.17 -2.29
F 1.37 4.26 -2.95
F 0.27 3.13 -1.47
F 0.07 5.28 -1.57
H -0.77 3.84 -6.72
H -2.49 3.47 -7.00
H -2.02 4.76 -5.88
H -1.47 1.78 -5.50
H -2.68 2.70 -4.61
C -5.93 -1.58 3.68
C -6.04 -0.63 4.85
O -7.40 -0.17 5.04
C -8.20 -0.97 5.71
O -7.92 -2.03 6.20
C -9.58 -0.32 5.86
F -10.00 0.22 4.71
F -9.55 0.66 6.78
F -10.50 -1.21 6.24
H -6.33 -1.12 2.78
H -4.89 -1.84 3.50
H -6.49 -2.49 3.87
H -5.46 0.27 4.65
H -5.67 -1.07 5.77
C 5.30 -4.04 1.70
C 5.38 -5.55 1.64
O 6.16 -5.99 0.51
C 7.47 -6.00 0.68
O 8.08 -5.69 1.66
C 8.15 -6.54 -0.60
F 7.61 -6.01 -1.70
F 8.00 -7.87 -0.68
F 9.45 -6.27 -0.60
H 4.92 -3.64 0.76
H 4.64 -3.72 2.51
H 6.29 -3.60 1.87
H 4.39 -5.97 1.50
H 5.78 -5.97 2.56
C -0.95 -3.36 -6.07
C -2.40 -3.46 -6.48
O -2.99 -2.16 -6.62
C -2.79 -1.53 -7.77
O -2.17 -1.94 -8.70
C -3.52 -0.18 -7.75
F -3.34 0.45 -6.58
F -4.84 -0.36 -7.92
F -3.09 0.62 -8.72
H -0.85 -2.77 -5.16
H -0.53 -4.35 -5.89
H -0.36 -2.87 -6.85
H -2.98 -3.97 -5.71
H -2.52 -4.03 -7.41

Here are the Löwdin charges for atoms 1 to 5, given in e: -0.4210 0.5302 -0.4032 -0.5115 0.6075

***

# 3
Below is a structure of composition C25H37BBrKN8S2Si, with properties calculated with ωB97M-V/def2-TZVPD.

Output
Relative energy (zero: lowest compared OMol25 entry of this formula, charge and spin) in kJ/mol: 0.41
Lowest unoccupied orbital energy in eV: 3.33
Max |F| in eV/A: 0.178
Molar mass in g/mol: 671.661
E_tot in hartree: -5697.819233
Orbital gap in eV: 4.51
Charge: -2

CARTESIAN COORDINATES (ANGSTROEM)
K 0.08 -4.26 -1.54
C -2.45 -0.19 -2.64
C -1.43 -1.15 -2.78
N -1.34 -1.90 -1.69
N -2.27 -1.45 -0.84
C -2.96 -0.43 -1.38
B -2.54 -2.13 0.52
N -3.21 -3.51 0.33
C -4.36 -3.91 0.91
C -4.61 -5.20 0.52
C -3.53 -5.52 -0.31
N -2.70 -4.50 -0.43
N -1.27 -2.24 1.38
C -1.07 -1.67 2.58
C 0.19 -2.02 3.03
C 0.69 -2.83 2.00
N -0.19 -2.96 1.02
H -2.77 0.56 -3.35
H -0.77 -1.33 -3.61
H -3.75 0.05 -0.83
H -3.33 -1.43 1.13
H -4.90 -3.23 1.55
H -5.45 -5.83 0.80
H -3.33 -6.44 -0.84
H -1.84 -1.06 3.02
H 0.66 -1.73 3.95
H 1.64 -3.33 1.93
S 1.29 -4.67 -4.37
C 2.30 -5.92 -3.75
S 2.24 -6.45 -2.11
C 3.23 -6.53 -4.62
C 4.10 -7.58 -4.21
N 4.83 -8.44 -3.96
C 3.38 -6.16 -5.98
N 3.57 -5.91 -7.09
C -1.79 3.08 -0.47
C -1.08 2.88 0.88
C -1.85 1.76 1.60
C -1.21 4.17 1.69
Si 0.77 2.39 0.59
Br 0.76 0.27 -0.09
C 1.81 2.42 2.22
C 3.07 1.54 2.10
C 2.24 3.85 2.60
C 1.00 1.84 3.39
C 1.59 3.39 -0.83
C 1.37 4.90 -0.68
C 3.11 3.14 -0.86
C 1.06 2.95 -2.21
H -2.86 3.24 -0.28
H -1.70 2.19 -1.11
H -1.42 3.95 -1.02
H -2.89 2.07 1.70
H -1.47 1.56 2.60
H -1.83 0.83 1.04
H -2.27 4.44 1.75
H -0.69 5.01 1.24
H -0.86 4.06 2.71
H 3.73 1.86 1.30
H 2.80 0.50 1.93
H 3.62 1.60 3.04
H 2.95 4.27 1.87
H 2.76 3.82 3.57
H 1.40 4.53 2.69
H 0.63 0.84 3.16
H 0.16 2.48 3.68
H 1.66 1.76 4.26
H 1.72 5.29 0.28
H 0.32 5.18 -0.80
H 1.93 5.43 -1.47
H 3.62 3.54 0.01
H 3.53 3.63 -1.75
H 3.34 2.07 -0.95
H -0.01 3.11 -2.32
H 1.27 1.90 -2.40
H 1.57 3.54 -2.98

Here are the Löwdin charges for atoms 1 to 5, given in e: 0.4784 -0.0926 -0.1732 -0.0092 -0.0506

***

# 4
Below is the ion C25H37BCl2N3O6 with charge +1 at a distorted geometry, with properties calculated with ωB97M-V/def2-TZVPD.

Output
Lowest unoccupied orbital energy in eV: -5.13
Max |F| in eV/A: 10.096
SMILES: C#C[C@@]1(C[C@H](C)OCc2ccccc2)[C@H]([C@H](Cl)[C@@H](C)Cl)[N+](COCCC)=C(CN)[C@]1(CB(O)O)ON=O
Molar mass in g/mol: 557.304
E_tot in hartree: -2534.680752
Orbital gap in eV: 5.11
Charge: +1

CARTESIAN COORDINATES (ANGSTROEM)
C 1.47 1.53 0.71
C 0.37 0.73 0.27
C -0.94 -0.02 -0.37
C -0.52 -0.17 -1.94
C -0.28 1.24 -2.75
C -1.45 1.47 -3.91
O 0.99 1.06 -3.53
C 1.97 2.10 -3.20
C 3.47 1.40 -3.42
C 4.48 0.99 -2.18
C 5.95 0.26 -2.43
C 6.52 -0.14 -3.95
C 5.50 0.28 -5.20
C 4.02 1.02 -4.95
C -0.92 -1.46 0.47
C -1.33 -2.77 -0.42
Cl -2.32 -4.06 0.47
C 0.10 -3.41 -1.00
C 0.60 -4.71 -0.11
Cl -0.09 -3.83 -2.84
N -1.57 -1.21 1.82
C -1.23 -2.01 3.06
O 0.17 -1.61 3.44
C 0.10 -0.75 4.63
C 1.62 -0.21 4.96
C 1.58 1.44 4.65
C -2.46 -0.15 1.63
C -3.36 0.32 2.92
N -4.45 -0.76 3.09
C -2.45 0.42 0.06
C -3.02 1.92 -0.25
B -2.55 3.10 0.77
O -1.23 3.27 1.41
O -3.56 4.18 1.07
O -3.55 -0.43 -0.51
N -3.75 -0.14 -1.81
O -4.97 -0.13 -1.94
H 2.34 2.32 0.89
H -1.31 -0.79 -2.59
H 0.49 -0.78 -1.99
H -0.27 2.19 -2.07
H -2.45 1.89 -3.47
H -1.04 2.30 -4.66
H -1.70 0.46 -4.45
H 1.88 2.54 -2.12
H 1.89 2.93 -4.05
H 4.14 1.22 -1.09
H 6.65 -0.02 -1.52
H 7.55 -0.68 -4.10
H 5.88 -0.02 -6.28
H 3.37 1.24 -5.91
H 0.23 -1.56 0.78
H -1.95 -2.50 -1.40
H 0.99 -2.63 -0.96
H 1.74 -4.88 -0.38
H 0.04 -5.70 -0.41
H 0.58 -4.51 1.06
H -1.90 -1.79 3.99
H -1.19 -3.17 2.91
H -0.35 -1.31 5.58
H -0.66 0.12 4.38
H 2.36 -0.73 4.21
H 1.94 -0.32 6.08
H 1.77 1.53 3.49
H 2.44 2.02 5.19
H 0.51 1.90 4.85
H -2.79 0.34 3.94
H -3.96 1.33 2.75
H -4.30 -1.31 3.96
H -4.41 -1.35 2.23
H -2.69 2.24 -1.34
H -4.22 1.95 -0.26
H -0.98 2.48 1.99
H -3.47 4.29 2.07

Here are the Löwdin charges for atoms 1 to 5, given in e: 0.1236 -0.0024 -0.2068 -0.0669 -0.3034

***

# 5
Below is a structure of composition C25H37Br4N3O6S3SiY, with properties calculated with ωB97M-V/def2-TZVPD.

Output
Relative energy (zero: lowest compared OMol25 entry of this formula, charge and spin) in kJ/mol: 45.86
Lowest unoccupied orbital energy in eV: 1.88
Max |F| in eV/A: 0.306
Molar mass in g/mol: 1008.395
E_tot in hartree: -13409.457242
Orbital gap in eV: 6.61
Charge: -1

CARTESIAN COORDINATES (ANGSTROEM)
Y 0.21 -0.43 -1.51
C 2.13 -2.29 1.64
C 0.83 -1.64 2.10
C 0.97 -1.20 3.55
C -0.35 -2.59 1.97
O 0.52 -0.50 1.23
Si 1.02 1.08 1.46
S 0.34 2.03 -0.24
O 0.52 1.74 2.88
C -0.76 2.23 3.30
C -0.92 3.66 2.79
C -1.89 1.35 2.78
C -0.73 2.22 4.82
O 2.65 0.97 1.61
C 3.63 1.94 2.00
C 4.92 1.53 1.31
C 3.78 1.88 3.52
C 3.21 3.34 1.56
H 2.34 -3.16 2.26
H 2.95 -1.57 1.73
H 2.05 -2.61 0.60
H 1.18 -2.08 4.16
H 0.05 -0.74 3.92
H 1.79 -0.49 3.68
H -0.19 -3.47 2.60
H -0.48 -2.92 0.95
H -1.27 -2.10 2.30
H -0.89 3.67 1.70
H -0.10 4.28 3.16
H -1.87 4.09 3.13
H -1.90 1.36 1.69
H -2.85 1.71 3.15
H -1.76 0.32 3.11
H 0.10 2.82 5.18
H -0.61 1.20 5.19
H -1.67 2.63 5.22
H 5.18 0.51 1.59
H 5.73 2.20 1.58
H 4.78 1.56 0.22
H 4.07 0.87 3.82
H 2.84 2.13 3.99
H 4.55 2.58 3.85
H 3.06 3.38 0.48
H 4.00 4.06 1.83
H 2.29 3.64 2.05
Br -0.56 -7.55 -1.51
C -0.94 -5.70 -1.49
C -2.24 -5.24 -1.59
Br -3.68 -6.45 -1.76
C -2.49 -3.86 -1.56
Br -4.24 -3.14 -1.70
C -1.46 -2.94 -1.44
O -1.63 -1.64 -1.42
C -0.12 -3.41 -1.36
O 0.82 -2.49 -1.27
C 0.12 -4.78 -1.37
Br 1.92 -5.32 -1.24
N 2.19 0.63 -4.39
C 1.70 0.27 -3.40
S -0.27 -3.16 -4.77
C -1.00 -1.81 -5.40
N -0.25 -0.67 -5.58
C -0.74 0.50 -6.02
C -2.05 0.57 -6.38
C -2.80 -0.62 -6.23
N -2.32 -1.75 -5.77
H 0.71 -0.68 -5.24
H -0.05 1.32 -6.04
H -2.50 1.48 -6.75
H -3.85 -0.64 -6.50
C -2.54 2.98 -2.57
S -2.70 1.21 -2.81
C -3.34 0.81 -1.19
O -1.27 0.75 -2.86
H -2.09 3.39 -3.47
H -1.87 3.13 -1.72
H -3.53 3.41 -2.40
H -4.34 1.24 -1.11
H -2.66 1.22 -0.45
H -3.37 -0.28 -1.13

Here are the Löwdin charges for atoms 1 to 5, given in e: 1.2977 -0.0158 -0.5938 -0.0301 -0.0001

***

# 6
Below is a structure of composition C25H37Br4N3O6S3SiY, with properties calculated with ωB97M-V/def2-TZVPD.

Output
Relative energy (zero: lowest compared OMol25 entry of this formula, charge and spin) in kJ/mol: 21.80
Lowest unoccupied orbital energy in eV: 1.73
Max |F| in eV/A: 0.200
Molar mass in g/mol: 1008.395
E_tot in hartree: -13409.466405
Orbital gap in eV: 6.56
Charge: -1

CARTESIAN COORDINATES (ANGSTROEM)
Y 1.37 1.82 0.36
C -2.60 -0.49 -1.90
C -1.60 0.65 -1.72
C -2.31 1.99 -1.76
C -0.51 0.56 -2.78
O -0.91 0.52 -0.44
Si -1.54 0.03 1.02
S -0.04 0.43 2.38
O -2.92 0.89 1.21
C -3.99 0.79 2.15
C -5.04 -0.15 1.56
C -3.49 0.27 3.49
C -4.54 2.20 2.30
O -2.09 -1.53 0.97
C -1.44 -2.79 1.03
C -0.16 -2.78 0.20
C -1.15 -3.12 2.50
C -2.43 -3.80 0.46
H -3.07 -0.38 -2.88
H -3.37 -0.47 -1.14
H -2.10 -1.46 -1.87
H -2.76 2.13 -2.75
H -1.61 2.80 -1.58
H -3.10 2.02 -1.01
H -0.95 0.65 -3.77
H 0.00 -0.40 -2.71
H 0.22 1.36 -2.65
H -4.62 -1.14 1.42
H -5.37 0.23 0.59
H -5.90 -0.22 2.22
H -3.09 -0.73 3.40
H -4.32 0.24 4.20
H -2.71 0.92 3.89
H -4.87 2.58 1.32
H -3.77 2.87 2.68
H -5.40 2.21 2.98
H 0.53 -2.01 0.54
H -0.39 -2.58 -0.84
H 0.33 -3.76 0.26
H -0.54 -2.33 2.94
H -0.65 -4.08 2.59
H -2.09 -3.16 3.05
H -2.66 -3.55 -0.58
H -3.36 -3.79 1.03
H -2.01 -4.81 0.49
Br 1.04 6.32 -5.27
C 1.63 4.98 -4.06
C 2.84 4.34 -4.25
Br 3.94 4.77 -5.73
C 3.26 3.37 -3.33
Br 4.91 2.46 -3.53
C 2.48 3.03 -2.23
O 2.82 2.14 -1.32
C 1.22 3.66 -2.06
O 0.50 3.26 -1.03
C 0.82 4.64 -2.96
Br -0.84 5.47 -2.64
N 2.18 4.38 2.79
C 1.90 3.57 2.01
S 3.89 0.99 1.80
C 3.87 -0.64 2.10
N 2.67 -1.30 2.29
C 2.57 -2.61 2.54
C 3.70 -3.37 2.61
C 4.91 -2.67 2.42
N 5.01 -1.39 2.18
H 1.80 -0.74 2.23
H 1.57 -2.99 2.66
H 3.67 -4.43 2.81
H 5.86 -3.21 2.48
C 2.75 -2.32 -1.95
S 2.78 -0.54 -1.75
C 4.52 -0.39 -1.36
O 2.02 -0.36 -0.45
H 3.39 -2.58 -2.80
H 1.72 -2.61 -2.16
H 3.10 -2.79 -1.03
H 5.08 -0.64 -2.26
H 4.77 -1.06 -0.54
H 4.69 0.64 -1.09

Here are the Löwdin charges for atoms 1 to 5, given in e: 1.1803 -0.0259 -0.5947 -0.0213 -0.0105

***

- lowest unoccupied orbital energy of number 6 (C25H37Br4N3O6S3SiY)?
  1.73 eV